A:
C4H7ClOS | the ωB97M-V functional and the def2-TZVPD basis

Results
**HOMO-LUMO gap**: 10.40 eV

Positions of all 14 atoms, in Å:
C 0.156 -1.204 -0.652
C -0.493 -0.074 0.140
C 0.283 0.196 1.416
C -0.697 1.027 -0.831
H -0.381 -2.212 -0.186
H 0.030 -1.108 -1.859
H 1.467 -1.253 -0.287
H 0.386 -0.685 2.162
H 1.223 0.761 1.207
H -0.162 1.023 2.109
H 1.421 0.660 -1.022
O -1.674 1.713 -1.089
S 0.743 1.607 -1.657
Cl -2.302 -0.451 0.550

***

B:
C4H7ClOS | the ωB97M-V functional and the def2-TZVPD basis

Results
**HOMO-LUMO gap**: 9.38 eV

Positions of all 14 atoms, in Å:
C -0.963 1.639 -0.664
O 0.176 1.186 -1.438
C 0.824 -0.014 -1.281
C 0.721 -0.766 -0.186
Cl 1.208 -2.423 -0.688
C 0.504 -0.631 1.336
S -1.126 -1.315 1.971
H -1.198 2.515 -1.404
H -1.875 0.965 -0.287
H -0.476 2.052 0.261
H 1.515 -0.349 -2.264
H 1.407 -0.935 1.906
H 0.409 0.451 1.711
H -1.126 -2.376 1.026

***

Taking the most stable structure as the zero point, the relative energies in hartree are A 0.0000; B 0.0325.

***

A:
C21H26F3N5O2 | the ωB97M-V functional and the def2-TZVPD basis

Results
**HOMO-LUMO gap**: 8.60 eV

Positions of all 57 atoms, in Å:
C 4.497 -2.586 -5.510
C 4.197 -2.380 -4.057
C 3.491 -1.260 -3.638
C 3.196 -1.061 -2.301
C 3.604 -1.982 -1.346
C 3.286 -1.823 0.130
C 2.097 -2.714 0.528
C 0.832 -2.250 -0.199
C -0.399 -2.956 0.381
F -0.218 -4.289 0.389
F -1.513 -2.737 -0.318
F -0.643 -2.598 1.645
N 0.701 -0.831 -0.034
N -0.455 -0.178 -0.213
C -0.174 1.102 -0.005
C -1.218 2.143 -0.094
O -1.000 3.326 0.096
N -2.433 1.639 -0.401
C -3.626 2.441 -0.430
C -4.605 2.120 0.721
N -4.164 2.375 2.071
C -3.681 3.721 2.327
C -3.611 3.916 3.843
O -2.769 2.964 4.451
C -3.200 1.657 4.156
C -3.240 1.414 2.645
C 1.185 1.283 0.308
C 1.721 0.011 0.279
N 2.975 -0.472 0.548
C 4.315 -3.102 -1.761
C 4.605 -3.298 -3.098
H 4.909 -1.679 -5.947
H 5.205 -3.398 -5.651
H 3.582 -2.829 -6.050
H 3.166 -0.531 -4.366
H 2.648 -0.176 -2.012
H 4.160 -2.145 0.710
H 1.939 -2.627 1.605
H 2.304 -3.754 0.280
H 0.872 -2.512 -1.269
H -2.506 0.636 -0.489
H -4.150 2.284 -1.379
H -3.303 3.483 -0.372
H -4.887 1.065 0.664
H -5.505 2.723 0.557
H -4.385 4.439 1.900
H -2.681 3.893 1.897
H -3.192 4.894 4.089
H -4.625 3.833 4.263
H -2.489 0.983 4.639
H -4.205 1.493 4.573
H -3.596 0.402 2.444
H -2.218 1.520 2.251
H 1.676 2.207 0.525
H 3.719 0.203 0.450
H 4.647 -3.824 -1.029
H 5.159 -4.175 -3.399

***

B:
C21H26F3N5O2 | the ωB97M-V functional and the def2-TZVPD basis

Results
**HOMO-LUMO gap**: 9.28 eV

Positions of all 57 atoms, in Å:
C 0.531 -0.165 4.110
C 0.437 1.212 3.557
C 0.288 2.423 4.252
C 0.264 3.404 3.283
C 0.128 4.877 3.416
N 0.394 2.768 2.094
C 0.393 3.333 0.770
C 1.628 2.891 -0.029
N 1.682 1.461 -0.188
C 1.319 0.840 -1.331
O 1.007 1.436 -2.344
C 1.442 -0.670 -1.228
C 1.107 -1.397 -2.531
C 2.166 -2.480 -2.760
O 3.324 -2.318 -2.425
N 1.781 -3.588 -3.417
C 0.416 -3.952 -3.705
C -0.425 -2.687 -3.797
N -0.246 -1.934 -2.571
C -1.269 -0.919 -2.371
C -1.624 -0.688 -0.923
C -1.861 0.617 -0.502
C -2.228 0.906 0.798
C -2.335 -0.112 1.728
C -2.116 -1.417 1.334
C -1.789 -1.712 0.014
C -1.640 -3.167 -0.347
F -2.225 -3.497 -1.510
F -0.364 -3.583 -0.417
F -2.219 -3.971 0.569
N 0.496 1.442 2.257
H 0.473 -0.888 3.301
H -0.276 -0.347 4.816
H 1.476 -0.298 4.635
H 0.210 2.559 5.312
H -0.764 5.237 2.902
H 0.996 5.390 2.999
H 0.048 5.136 4.468
H 0.374 4.420 0.853
H -0.501 2.996 0.236
H 1.588 3.332 -1.028
H 2.537 3.224 0.482
H 1.663 0.940 0.681
H 0.836 -1.046 -0.406
H 2.492 -0.884 -1.001
H 1.254 -0.665 -3.354
H 2.489 -4.303 -3.511
H 0.383 -4.501 -4.650
H 0.018 -4.592 -2.910
H -1.473 -2.969 -3.902
H -0.124 -2.103 -4.685
H -0.973 0.041 -2.817
H -2.182 -1.252 -2.877
H -1.757 1.413 -1.225
H -2.435 1.924 1.093
H -2.597 0.106 2.751
H -2.216 -2.218 2.050

***

Taking the most stable structure as the zero point, the relative energies in hartree are A 0.0338; B 0.0000.

***

A:
CH3I2O2P | the ωB97M-V functional and the def2-TZVPD basis

Results
**HOMO-LUMO gap**: 8.65 eV

Positions of all 9 atoms, in Å:
O -0.360 0.719 1.095
C 0.458 0.149 0.143
O 1.746 0.756 0.058
P 3.047 0.133 0.817
I 4.678 1.780 0.167
I 3.549 -1.861 -0.527
H -0.628 1.599 0.795
H 0.554 -0.910 0.400
H 0.064 0.238 -0.879

***

B:
CH3I2O2P | the ωB97M-V functional and the def2-TZVPD basis

Results
**HOMO-LUMO gap**: 8.17 eV

Positions of all 9 atoms, in Å:
O -0.056 -0.173 1.785
P 0.714 1.070 1.841
I 0.606 2.548 -0.187
C -2.016 -0.833 -0.838
O -1.409 -0.027 -1.472
H -3.022 -0.659 -0.328
H -1.618 -1.849 -0.612
I 3.520 -0.446 -0.754
H 3.281 0.370 0.565

***

Taking the most stable structure as the zero point, the relative energies in hartree are A 0.0000; B 0.0624.